Formula: C20H41ClF6GeHgN5O13S2
Source: OMol25
Level of theory: ωB97M-V with the def2-TZVPD basis set

```
90
C20H41ClF6GeHgN5O13S2, DFT ωB97M-V with the def2-TZVPD basis set
Hg 0.079 0.308 0.014
C -2.167 -3.408 -3.717
C -1.041 -2.383 -3.576
C -1.066 -1.418 -4.762
C 0.310 -3.092 -3.543
O -1.193 -1.708 -2.335
Ge -2.424 -0.326 -2.062
O -1.023 1.027 -1.755
C -0.790 2.247 -2.487
C -0.723 3.395 -1.490
C 0.531 2.108 -3.234
C -1.926 2.486 -3.476
O -2.307 -0.653 -0.233
C -3.386 -0.681 0.704
C -3.296 -2.010 1.450
C -4.744 -0.578 0.010
C -3.224 0.485 1.673
H -2.066 -3.990 -4.636
H -3.135 -2.901 -3.731
H -2.153 -4.090 -2.865
H -0.901 -1.958 -5.696
H -0.278 -0.673 -4.653
H -2.027 -0.902 -4.831
H 0.500 -3.611 -4.486
H 0.331 -3.832 -2.739
H 1.108 -2.371 -3.371
H 0.138 3.295 -0.830
H -1.623 3.415 -0.875
H -0.634 4.349 -2.015
H 1.356 2.012 -2.530
H 0.726 2.989 -3.849
H 0.518 1.228 -3.875
H -2.886 2.559 -2.963
H -1.992 1.683 -4.213
H -1.743 3.423 -4.005
H -3.355 -2.838 0.740
H -4.110 -2.108 2.172
H -2.352 -2.078 1.991
H -4.887 -1.393 -0.703
H -4.841 0.366 -0.529
H -5.540 -0.630 0.756
H -2.274 0.419 2.201
H -4.031 0.488 2.412
H -3.247 1.433 1.132
N 0.804 -1.876 -0.295
C 0.830 -2.691 0.915
C 2.248 -3.202 1.200
C 3.288 -2.091 1.460
C 3.752 -1.995 2.913
N 2.706 -1.613 3.855
C 2.249 -0.359 3.989
N 2.953 0.688 3.557
N 1.109 -0.168 4.654
C 0.296 -1.944 2.155
O 0.178 -2.627 3.197
O 0.063 -0.710 2.083
H 0.062 -2.126 -0.954
H 1.682 -1.853 -0.800
H 0.173 -3.558 0.795
H 2.563 -3.804 0.345
H 2.187 -3.881 2.054
H 2.898 -1.120 1.145
H 4.176 -2.264 0.849
H 4.590 -1.300 3.005
H 4.132 -2.961 3.251
H 1.968 -2.305 3.975
H 3.696 0.514 2.902
H 2.443 1.558 3.392
H 0.470 -0.957 4.593
H 0.644 0.728 4.506
F 5.273 1.161 1.071
C 4.679 2.305 0.694
F 4.213 2.902 1.790
F 5.593 3.091 0.138
S 3.291 1.955 -0.466
O 2.514 0.949 0.239
O 2.677 3.220 -0.701
N 4.106 1.447 -1.701
S 4.006 0.073 -2.453
O 4.041 0.263 -3.868
O 3.065 -0.860 -1.897
C 5.650 -0.667 -2.067
F 6.644 0.157 -2.390
F 5.803 -1.803 -2.752
F 5.748 -0.952 -0.762
O -0.311 2.218 3.863
Cl 0.126 2.961 2.699
O -0.355 4.301 2.757
O 1.576 2.948 2.656
O -0.386 2.316 1.501
```

Highest occupied orbital energy in hartree: -0.20796
Net charge: -1
2S+1: 1
HOMO-LUMO gap in Eh: 0.29666

Formula: C20H41FN2O3
Source: OMol25
Level of theory: ωB97M-V with the def2-TZVPD basis set

```
67
C20H41FN2O3, DFT ωB97M-V with the def2-TZVPD basis set
C 0.395 0.537 -1.999
C 0.997 -1.023 -1.994
C 1.849 -1.225 -0.620
C 3.414 -1.724 -0.918
N 4.682 -2.032 -0.959
C 1.197 -2.210 0.506
C 0.419 -3.535 -0.064
N -0.534 -4.354 -0.461
C 0.311 -1.275 1.531
C 1.322 -0.501 2.601
F 2.129 -1.425 3.434
H -0.424 0.672 -1.151
H 1.253 1.303 -1.770
H -0.135 0.739 -3.027
H 0.074 -1.722 -2.141
H 1.652 -1.086 -2.990
H 1.937 -0.147 -0.116
H 2.108 -2.625 1.157
H -0.538 -1.893 2.055
H -0.165 -0.406 0.866
H 0.663 0.185 3.318
H 2.068 0.248 2.051
C -2.745 -2.887 -5.946
C -2.531 -2.342 -4.545
O -1.647 -1.225 -4.501
C -2.049 -0.064 -5.222
C -3.353 0.534 -4.722
H -1.787 -3.097 -6.431
H -3.335 -3.808 -5.912
H -3.281 -2.171 -6.577
H -2.073 -3.125 -3.932
H -3.484 -2.091 -4.067
H -2.097 -0.278 -6.294
H -1.253 0.676 -5.087
H -4.199 -0.133 -4.916
H -3.555 1.485 -5.223
H -3.313 0.703 -3.641
C 1.588 -2.572 6.085
C 1.099 -1.620 7.162
O -0.249 -1.856 7.558
C -0.533 -3.130 8.127
C 0.236 -3.403 9.409
H 0.900 -2.580 5.233
H 2.582 -2.277 5.735
H 1.656 -3.598 6.459
H 1.133 -0.599 6.766
H 1.760 -1.635 8.035
H -0.366 -3.922 7.390
H -1.604 -3.137 8.355
H 1.309 -3.495 9.220
H -0.105 -4.335 9.869
H 0.100 -2.584 10.123
C 1.094 4.261 -3.804
C -0.129 4.356 -2.909
O 0.179 4.720 -1.566
C 0.796 5.990 -1.375
C -0.064 7.154 -1.839
H 1.850 3.607 -3.360
H 0.819 3.868 -4.788
H 1.557 5.241 -3.954
H -0.604 3.370 -2.863
H -0.874 5.041 -3.327
H 1.781 6.011 -1.852
H 0.969 6.092 -0.299
H -0.192 7.148 -2.926
H 0.398 8.106 -1.562
H -1.062 7.100 -1.393
```

Highest occupied orbital energy in hartree: -0.35397
SMILES string: CC[C@H](C#N)[C@H](C#N)CCF.CCOCC.CCOCC.CCOCC
Net charge: 0
2S+1: 1
HOMO-LUMO gap in Eh: 0.36995

Formula: C20H41N2P3SeV
Source: OMol25
Level of theory: ωB97M-V with the def2-TZVPD basis set

```
68
C20H41N2P3SeV, DFT ωB97M-V with the def2-TZVPD basis set
V -1.107 -0.263 0.033
P -2.144 1.789 0.397
P -3.026 -1.620 -0.882
P -0.407 0.466 -2.173
H 8.155 0.109 2.562
C 8.243 0.968 1.883
C 8.167 2.228 2.336
H 8.015 2.449 3.401
C -2.779 2.183 2.065
C -3.691 2.131 -0.541
C -1.192 3.325 0.086
C -2.536 -3.338 -1.295
C -4.395 -1.934 0.289
C -3.920 -1.075 -2.391
C 1.196 1.361 -2.163
C -1.421 1.601 -3.209
C -0.057 -0.806 -3.455
H 8.455 0.751 0.827
H 8.294 3.088 1.665
H -1.998 2.033 2.819
H -3.644 1.555 2.316
H -3.101 3.233 2.087
H -4.461 1.395 -0.274
H -3.526 2.097 -1.623
H -4.057 3.133 -0.270
H -0.322 3.329 0.754
H -1.820 4.200 0.303
H -0.833 3.378 -0.948
H -3.427 -3.942 -1.532
H -2.015 -3.780 -0.435
H -1.848 -3.336 -2.151
H -5.192 -2.503 -0.211
H -4.804 -0.979 0.651
H -4.026 -2.510 1.149
H -4.730 -1.783 -2.625
H -3.237 -1.023 -3.249
H -4.359 -0.081 -2.229
H 1.374 1.815 -3.149
H 2.006 0.663 -1.919
H 1.179 2.146 -1.399
H -0.918 1.723 -4.181
H -1.529 2.590 -2.750
H -2.415 1.175 -3.387
H 0.082 -0.301 -4.423
H -0.883 -1.521 -3.543
H 0.856 -1.359 -3.199
C 2.559 -1.405 -0.050
C 2.843 -0.270 0.723
C 4.171 0.080 0.994
C 5.220 -0.720 0.523
C 4.943 -1.877 -0.225
C 3.626 -2.218 -0.514
Se 0.797 -1.970 -0.476
H -0.058 0.805 0.222
H 2.019 0.336 1.108
H 4.383 0.977 1.579
H 6.253 -0.442 0.746
H 5.760 -2.512 -0.581
H 3.388 -3.113 -1.093
N -2.335 -0.953 2.896
C -2.094 -1.487 4.109
C -0.748 -1.791 4.130
C -0.226 -1.391 2.895
N -1.213 -0.888 2.125
H -3.221 -0.570 2.583
H -2.872 -1.629 4.847
H -0.192 -2.249 4.928
H 0.791 -1.469 2.517
```

Highest occupied orbital energy (alpha / beta) in hartree: -0.56305 / -0.56304
⟨S²⟩: 2.044
Net charge: +3
2S+1: 3
HOMO-LUMO gap (alpha / beta) in Eh: 0.14721 / 0.12523

Formula: C20H42BBr11NO3
Source: OMol25
Level of theory: ωB97M-V with the def2-TZVPD basis set

```
78
C20H42BBr11NO3, DFT ωB97M-V with the def2-TZVPD basis set
C -0.272 1.797 3.075
C -1.030 2.072 1.780
B -0.658 1.046 0.695
O -1.422 -0.043 0.392
C 0.697 1.246 -0.162
C 0.772 0.604 -1.528
N 2.241 0.550 -1.636
C 2.760 0.125 -0.280
C 3.167 -1.328 -0.333
C 2.077 -2.324 -0.620
C 1.374 -2.717 0.618
Br -0.279 -3.616 0.166
C 3.992 0.970 -0.022
O 4.600 0.698 1.183
C 3.938 1.207 2.338
O 1.684 0.417 0.544
H -0.705 0.976 3.588
H -0.356 2.656 3.707
H 0.761 1.603 2.904
H -2.072 1.994 2.006
H -0.785 3.062 1.468
H -1.169 -0.815 0.916
H 1.030 2.259 -0.266
H 0.335 1.126 -2.333
H 0.307 -0.347 -1.438
H 2.509 1.539 -1.714
H 2.654 0.117 -2.458
H 3.657 -1.596 0.576
H 3.885 -1.371 -1.123
H 1.428 -1.993 -1.397
H 2.528 -3.221 -0.977
H 1.192 -1.922 1.285
H 1.961 -3.432 1.134
H 3.764 2.012 -0.181
H 4.689 0.701 -0.791
H 4.679 1.442 3.062
H 3.278 0.478 2.761
H 3.376 2.090 2.113
Br 1.339 -2.096 3.864
C 1.693 -2.461 5.743
C 2.190 -1.240 6.460
Br 4.044 -0.847 6.024
H 2.400 -3.280 5.767
H 0.742 -2.786 6.156
H 2.166 -1.403 7.533
H 1.617 -0.354 6.214
Br -2.733 -0.011 -4.436
C -2.987 0.194 -2.521
C -3.452 1.574 -2.152
Br -2.020 2.899 -2.268
H -2.047 -0.063 -2.053
H -3.737 -0.540 -2.242
H -3.782 1.587 -1.117
H -4.246 1.937 -2.793
Br 2.417 4.205 -0.709
C 3.565 5.160 -1.960
C 2.978 5.111 -3.341
Br 3.191 3.340 -4.124
H 4.538 4.686 -1.907
H 3.633 6.178 -1.589
H 3.497 5.799 -4.001
H 1.917 5.327 -3.349
Br -6.020 -2.258 -4.262
C -5.349 -2.618 -6.050
C -5.798 -1.576 -7.036
Br -7.665 -1.792 -7.524
H -5.689 -3.612 -6.314
H -4.266 -2.613 -5.961
H -5.238 -1.669 -7.962
H -5.692 -0.571 -6.645
Br -1.863 -2.978 3.902
C -3.719 -3.536 3.715
C -4.395 -2.802 2.589
Br -4.811 -0.962 3.064
H -4.198 -3.366 4.671
H -3.689 -4.602 3.506
H -5.346 -3.267 2.349
H -3.775 -2.758 1.702
```

Highest occupied orbital energy in hartree: -0.42220
Net charge: +1
2S+1: 1
HOMO-LUMO gap in Eh: 0.33109

Formula: C20H42BClF4N5O14PS2V
Source: OMol25
Level of theory: ωB97M-V with the def2-TZVPD basis set

```
91
C20H42BClF4N5O14PS2V, DFT ωB97M-V with the def2-TZVPD basis set
N 3.538 1.451 3.745
C 2.461 1.829 3.052
N 2.219 3.005 2.245
C 0.836 3.435 2.686
C 0.278 2.203 3.540
P -1.577 1.904 3.586
O -2.144 2.721 4.974
O -1.958 0.295 3.850
S -2.593 2.590 2.057
N 1.172 1.155 2.963
Cl 1.133 -0.398 3.686
H 4.051 0.580 3.620
H 3.824 2.066 4.518
H 2.962 3.700 2.425
H 1.077 4.253 3.431
H 0.113 3.704 1.867
H 0.559 2.176 4.636
H -1.503 3.434 5.150
H -2.940 0.205 3.774
B -3.166 -0.848 0.804
F -2.996 -2.224 0.514
F -3.821 -0.207 -0.281
F -3.950 -0.701 1.995
F -1.893 -0.246 1.011
O -3.237 4.065 0.952
V -3.727 5.438 -0.005
O -4.214 6.793 -0.974
C -6.425 -1.424 -2.474
O -5.706 -0.525 -2.898
N -6.151 -2.124 -1.345
N -7.572 -1.800 -3.108
H -6.741 -2.868 -0.988
H -5.313 -1.877 -0.845
H -7.814 -1.309 -3.949
H -8.176 -2.533 -2.780
C 6.232 4.569 2.937
C 5.419 5.195 4.036
O 4.369 4.696 4.415
C 5.947 6.460 4.653
H 5.734 3.664 2.585
H 6.326 5.263 2.101
H 7.220 4.299 3.313
H 6.027 7.238 3.893
H 6.923 6.273 5.105
H 5.261 6.798 5.430
C -6.229 -7.936 -0.611
C -5.043 -7.016 -0.911
C -5.563 -5.863 -1.773
S -7.289 -5.660 -1.347
O -8.092 -5.990 -2.501
O -7.458 -4.416 -0.624
C -7.370 -7.017 -0.191
H -5.992 -8.662 0.167
H -6.507 -8.488 -1.515
H -4.642 -6.622 0.027
H -4.237 -7.547 -1.413
H -5.031 -4.934 -1.569
H -5.505 -6.098 -2.836
H -8.349 -7.491 -0.245
H -7.202 -6.613 0.809
C 7.321 3.556 -1.019
O 7.534 3.092 0.313
H 7.389 4.644 -1.027
H 8.084 3.144 -1.681
H 6.329 3.254 -1.363
H 7.470 2.133 0.291
C 4.936 7.139 -5.319
C 5.007 5.629 -5.285
C 4.221 4.996 -4.171
O 4.907 3.756 -3.997
C 6.199 3.973 -4.367
O 7.095 3.215 -4.169
O 6.330 5.175 -4.992
H 5.741 7.547 -5.933
H 3.980 7.476 -5.724
H 5.055 7.565 -4.320
H 4.723 5.220 -6.261
H 3.175 4.833 -4.427
H 4.280 5.554 -3.231
O -2.309 -8.349 0.510
C -1.523 -7.733 -0.153
O -1.796 -7.252 -1.394
C -0.612 -6.664 -1.951
C 0.261 -6.324 -0.762
C -0.099 -7.418 0.227
H -0.141 -7.392 -2.618
H -0.880 -5.779 -2.528
H 1.323 -6.282 -1.005
H -0.030 -5.352 -0.355
H 0.512 -8.312 0.087
H -0.037 -7.069 1.256
```

Highest occupied orbital energy in hartree: -0.34852
Net charge: +1
2S+1: 1
HOMO-LUMO gap in Eh: 0.08399

Formula: C20H42Cl12CuN3O4Pd
Source: OMol25
Level of theory: ωB97M-V with the def2-TZVPD basis set

```
83
C20H42Cl12CuN3O4Pd, DFT ωB97M-V with the def2-TZVPD basis set
Cu 22.634 2.690 23.545
Pd 23.869 6.182 22.122
C 20.456 5.949 24.128
C 20.892 5.283 22.805
O 22.190 4.800 22.855
H 19.565 6.563 23.999
H 21.166 6.732 24.392
H 20.270 5.278 24.967
H 20.855 6.143 22.136
H 20.190 4.568 22.376
Cl 19.453 10.118 20.546
C 19.288 8.356 20.356
C 18.431 7.807 21.561
Cl 16.778 8.396 21.421
H 20.276 7.895 20.370
H 18.889 8.142 19.365
H 18.680 8.062 22.591
H 18.290 6.732 21.445
Cl 24.481 8.285 28.075
C 23.069 7.240 28.450
C 22.364 6.634 27.255
Cl 21.052 5.640 27.924
H 22.377 7.939 28.919
H 23.417 6.488 29.158
H 22.990 6.055 26.576
H 21.819 7.321 26.609
Cl 22.005 1.794 18.453
C 20.613 2.917 18.307
C 20.438 3.783 19.508
Cl 19.254 5.092 19.162
H 19.710 2.315 18.204
H 20.674 3.435 17.350
H 21.353 4.246 19.876
H 20.024 3.326 20.408
Cl 19.953 9.539 27.660
C 18.444 8.564 27.743
C 17.909 8.189 26.387
Cl 17.814 9.649 25.390
H 17.710 9.065 28.374
H 18.640 7.753 28.444
H 16.975 7.631 26.319
H 18.697 7.556 25.978
C 21.059 2.552 26.407
O 21.064 2.641 25.169
N 20.334 1.661 27.046
C 20.428 1.580 28.507
C 19.368 0.776 26.439
H 21.516 3.189 27.179
H 19.524 1.253 29.021
H 20.721 2.553 28.901
H 21.172 0.823 28.756
H 19.239 1.020 25.384
H 19.600 -0.278 26.591
H 18.328 0.877 26.750
C 23.745 8.770 24.339
O 23.420 7.919 23.496
N 22.969 9.761 24.742
C 23.430 10.604 25.860
C 21.616 9.952 24.233
H 24.708 8.697 24.868
H 23.071 11.618 25.688
H 24.501 10.491 26.033
H 22.866 10.239 26.718
H 21.424 9.369 23.332
H 20.949 9.490 24.961
H 21.291 10.988 24.142
C 22.840 7.447 19.394
O 22.813 6.965 20.507
N 23.019 8.783 19.146
C 23.277 9.414 17.838
C 23.123 9.740 20.252
H 22.864 6.884 18.448
H 22.373 9.991 17.647
H 23.448 8.665 17.064
H 24.199 9.979 17.976
H 22.797 9.306 21.198
H 24.163 10.065 20.224
H 22.480 10.581 19.993
C 16.855 3.965 25.076
Cl 15.359 3.059 25.714
Cl 18.039 4.510 26.416
Cl 17.570 2.712 24.020
Cl 16.377 5.483 24.149
```

Highest occupied orbital energy (alpha / beta) in hartree: -0.59346 / -0.59346
⟨S²⟩: 3.781
Net charge: +3
2S+1: 4
HOMO-LUMO gap (alpha / beta) in Eh: 0.24313 / 0.09325

Number 1: DFT total energy -166661.5613 eV. Number 2: DFT total energy -33237.0293 eV. Number 3: DFT total energy -143257.8101 eV. Number 4: DFT total energy -800192.7601 eV. Number 5: DFT total energy -138241.5504 eV. Number 6: DFT total energy -232438.3346 eV.